No. 1
Below is a structure of composition C22H31FeGeN3SeSi at a distorted geometry, with properties calculated with ωB97M-V/def2-TZVPD.

Element x y z (Å)
1 Fe 0.5355 -0.0010 -0.0007
2 C 3.0450 0.1224 -3.4251
3 C 3.2568 1.5430 -3.5821
4 C 2.7920 2.4233 -2.5746
5 C 2.1106 1.8351 -1.4982
6 N 1.7565 0.5400 -1.4582
7 C 2.1992 -0.3220 -2.3909
8 C 1.6176 2.5620 -0.3310
9 C 1.9273 3.9154 -0.0946
10 C 1.5050 4.4405 1.1087
11 C 0.7233 3.7177 2.0273
12 C 0.4280 2.4169 1.6866
13 N 0.9039 1.8249 0.5521
14 C -0.5216 1.5879 2.4094
15 C -1.3343 2.0883 3.4495
16 C -2.2315 1.2016 4.0987
17 C -2.2291 -0.1378 3.7039
18 C -1.4727 -0.5373 2.6195
19 N -0.6926 0.3224 1.8579
20 H 3.4823 -0.5980 -4.0838
21 H 3.7273 1.9260 -4.4719
22 H 2.8838 3.5276 -2.5829
23 H 1.8686 -1.3733 -2.2890
24 H 2.3644 4.4881 -0.8807
25 H 1.7440 5.4761 1.3420
26 H 0.3671 4.2132 2.9435
27 H -1.2508 3.1740 3.7339
28 H -2.7964 1.5661 4.9281
29 H -2.8513 -0.9316 4.1937
30 H -1.4308 -1.5431 2.1913
31 C -2.9396 2.3661 -1.1433
32 Si -3.2212 0.5099 -1.2837
33 C -4.6220 -0.3078 -0.2617
34 C -3.7368 0.1757 -3.0784
35 Se -1.3413 -0.6621 -1.1077
36 H -3.8676 2.9404 -1.2006
37 H -2.2695 2.6317 -1.9984
38 H -2.3390 2.6462 -0.2519
39 H -5.4561 -0.5964 -0.8775
40 H -4.8443 0.3733 0.5366
41 H -4.3100 -1.2276 0.2126
42 H -4.3899 0.9552 -3.5008
43 H -4.1922 -0.8107 -3.1736
44 H -2.8900 0.2213 -3.7353
45 C 3.5488 -3.4957 -0.3892
46 Ge 1.7147 -3.5331 0.4282
47 C 0.2391 -4.0796 -0.7926
48 C 1.6597 -4.7428 2.0221
49 C 1.3128 -1.6508 1.0104
50 H 4.2946 -3.8790 0.3073
51 H 3.7793 -2.4399 -0.6797
52 H 3.5456 -4.2243 -1.2434
53 H 0.6186 -4.2155 -1.8211
54 H -0.4726 -3.2212 -0.7681
55 H -0.1561 -5.0760 -0.5332
56 H 0.7660 -5.4017 2.0464
57 H 1.8659 -4.1427 2.9645
58 H 2.4765 -5.4589 1.8035
59 H 2.2849 -1.3221 1.4972
60 H 0.5144 -1.7998 1.8290

Values from the calculation:
Energy relative to the best compared isomer or geometry (same formula, charge and spin): 30.9 kcal/mol
Charge: +1
⟨S²⟩: 8.77
HOMO level (spin up / spin down): -10.541 / -10.906 eV
Multiplicity: 6

***

No. 2
Below is a structure of composition C28H36InN8, with properties calculated with ωB97M-V/def2-TZVPD.

Element x y z (Å)
1 In 4.7757 -9.3610 -4.5815
2 C 3.1502 -13.5950 -5.7740
3 C 3.3110 -12.2414 -5.4635
4 N 4.4716 -11.7191 -5.1094
5 C 5.5581 -12.5239 -5.0434
6 C 5.4938 -13.8907 -5.3356
7 C 4.2438 -14.4181 -5.7091
8 C 6.6794 -14.6952 -5.2507
9 C 7.8593 -14.1492 -4.8952
10 C 7.9591 -12.7498 -4.5919
11 C 9.1712 -12.1378 -4.2225
12 C 9.1993 -10.7956 -3.9477
13 C 8.0098 -10.0671 -4.0424
14 N 6.8579 -10.6147 -4.3859
15 C 6.8204 -11.9398 -4.6616
16 H 2.1774 -13.9681 -6.0589
17 H 2.4646 -11.5654 -5.5071
18 H 4.1589 -15.4719 -5.9432
19 H 6.6044 -15.7500 -5.4807
20 H 8.7535 -14.7554 -4.8332
21 H 10.0721 -12.7353 -4.1604
22 H 10.1136 -10.2956 -3.6635
23 H 8.0007 -9.0038 -3.8313
24 C -0.5883 1.6064 2.1438
25 N -1.0570 2.9417 2.5410
26 C 0.0142 3.9277 2.7013
27 C -2.3356 3.2928 2.5351
28 N -2.6765 4.6082 2.2619
29 C -2.9127 5.4640 3.1767
30 C -2.7712 5.2235 4.6083
31 C -2.9843 6.2089 5.4880
32 C -3.3652 7.5548 5.0617
33 C -3.5394 7.8610 3.7715
34 C -3.3565 6.8478 2.7370
35 N -3.5559 7.0269 1.4920
36 C -3.9163 8.2539 0.9556
37 N -2.9320 9.0537 0.5678
38 C -3.0951 10.4980 0.3655
39 C -1.5493 8.5696 0.5004
40 N -5.2010 8.5171 0.7619
41 C -5.6869 9.3215 -0.3702
42 C -6.2432 7.7389 1.4372
43 N -3.3353 2.4289 2.6644
44 C -3.2083 1.1444 3.3612
45 C -4.7060 2.8052 2.3009
46 H 0.2650 1.7471 1.4824
47 H -1.3622 1.0840 1.5902
48 H -0.2718 1.0139 3.0002
49 H 0.7498 3.5291 3.3982
50 H -0.3653 4.8614 3.0997
51 H 0.4980 4.1126 1.7419
52 H -2.4788 4.2339 4.9374
53 H -2.8721 6.0243 6.5484
54 H -3.5082 8.3091 5.8243
55 H -3.8291 8.8595 3.4672
56 H -4.0209 10.8441 0.8139
57 H -3.0719 10.7610 -0.6909
58 H -2.2643 10.9932 0.8660
59 H -1.5329 7.5023 0.3003
60 H -1.0170 8.7845 1.4286
61 H -1.0518 9.0890 -0.3157
62 H -4.8961 9.4720 -1.0973
63 H -6.0816 10.2807 -0.0402
64 H -6.4871 8.7596 -0.8495
65 H -5.9295 7.4376 2.4314
66 H -6.5088 6.8596 0.8483
67 H -7.1199 8.3739 1.5411
68 H -2.3003 1.1207 3.9552
69 H -3.2215 0.3056 2.6670
70 H -4.0596 1.0530 4.0343
71 H -4.6952 3.5452 1.5061
72 H -5.2454 3.1944 3.1663
73 H -5.2151 1.9124 1.9446

Values from the calculation:
Charge: +3
HOMO level: -13.957 eV

***

No. 3
Below is the molecule C5H11NO at a distorted geometry, with properties calculated with ωB97M-V/def2-TZVPD.

Element x y z (Å)
1 C 0.7412 0.4592 -1.8895
2 C 0.9156 -1.7116 0.8899
3 C 0.4672 0.6251 -0.4155
4 N 1.2011 1.4219 0.2944
5 H 0.8392 1.4629 1.2576
6 H 0.1811 1.2162 -2.4430
7 H 1.8106 0.5751 -2.0847
8 H 0.9431 -2.5412 1.5995
9 H 1.8308 -1.1498 1.0916
10 H 0.8662 -2.1192 -0.1231
11 H 0.4280 -0.5316 -2.2268
12 C -1.7794 0.8501 0.7140
13 C -0.7519 -0.1268 0.1574
14 O -0.3419 -0.9877 1.2014
15 H -1.2172 -0.7216 -0.6381
16 H -2.0734 1.5969 -0.0297
17 H -1.3899 1.3726 1.5948
18 H -2.6706 0.3093 1.0497

Values from the calculation:
Energy relative to the best compared isomer or geometry (same formula, charge and spin): 39.8 kcal/mol
HOMO level: -9.676 eV
SMILES: [H]/N=C(/C)[C@H](C)OC

***

No. 4
Below is a structure of composition C4H3IN2PbS at a distorted geometry, with properties calculated with ωB97M-V/def2-TZVPD.

Element x y z (Å)
1 N -0.5289 -1.5568 -2.6869
2 C 0.0142 -0.7841 -1.9195
3 C 0.4351 0.3962 -0.8897
4 C -0.3084 0.0094 0.5284
5 S -2.1213 -0.2265 0.0866
6 I 0.6281 -1.8393 1.2249
7 C -0.1718 1.2511 1.5185
8 N -0.2757 2.0698 2.4115
9 H 1.5791 0.3349 -0.8017
10 H 0.0733 1.4229 -1.2688
11 H -2.3881 0.5523 -1.0614
12 Pb 3.0704 -1.6328 2.8631

Values from the calculation:
Charge: +2
HOMO level: -16.702 eV

***

No. 5
Below is the molecule C4H6O2 at a distorted geometry, with properties calculated with ωB97M-V/def2-TZVPD.

Element x y z (Å)
1 C -1.4710 -0.5059 -0.6380
2 C -0.5761 -0.4336 0.5514
3 O -0.9691 -0.6681 1.6779
4 C 0.8335 -0.0813 0.6482
5 C 1.5651 0.7465 -0.2477
6 O 0.3973 1.4239 0.0961
7 H -0.9532 -0.3946 -1.5905
8 H -1.9387 -1.4906 -0.5637
9 H -2.2592 0.2488 -0.5514
10 H 1.2280 -0.4182 1.6199
11 H 1.7093 0.3986 -1.2544
12 H 2.4341 1.1745 0.2522

Values from the calculation:
Energy relative to the best compared isomer or geometry (same formula, charge and spin): 77.9 kcal/mol
HOMO level: -9.871 eV
SMILES: CC(=O)[C@H]1CO1

***

No. 6
Below is the molecule C25H30F4N2OS at a distorted geometry, with properties calculated with ωB97M-V/def2-TZVPD.

Element x y z (Å)
1 C -2.4305 -2.3536 2.6130
2 C -1.0962 -1.4943 3.0148
3 C -0.9198 -0.2129 2.0280
4 F -0.1516 0.7576 2.7715
5 C -0.0850 -0.5874 0.6961
6 C 1.4486 -0.9358 0.7642
7 C 2.3086 -0.9134 2.1335
8 C 3.3996 0.2819 2.1618
9 C 2.9834 1.5263 3.0997
10 C 2.8546 2.9294 2.2947
11 C 1.3802 3.5600 2.3247
12 O 0.7295 3.4524 3.6299
13 C -0.6962 3.7301 3.5024
14 C 2.2017 -1.3296 -0.5350
15 C 1.4861 -1.3812 -1.9450
16 N 2.3052 -1.8122 -3.0888
17 C 2.7347 -0.7926 -3.8138
18 C 3.1135 0.6666 -3.2793
19 C 2.9420 -1.0759 -5.4021
20 C -0.0171 -1.0134 -1.9845
21 C -0.8199 -0.6042 -0.6988
22 N -2.2526 -0.2193 -0.6759
23 C -2.4154 1.2339 -0.8878
24 F -3.4755 1.5485 -1.7860
25 F -2.6953 1.9628 0.3120
26 F -1.2172 1.8389 -1.4150
27 C -3.0854 -1.0238 -1.5984
28 C -4.5249 -1.4472 -1.1107
29 C -5.5028 -2.2830 -2.0142
30 C -5.0940 -2.7291 -3.4648
31 C -3.6598 -2.3291 -3.9410
32 C -2.6830 -1.5060 -3.0198
33 S -0.9573 -1.0535 -3.5776
34 H -2.1880 -3.4677 2.6641
35 H -3.2541 -2.0767 3.3770
36 H -2.7084 -2.0091 1.5434
37 H -1.2929 -1.1411 4.1005
38 H -0.1498 -2.1306 3.0551
39 H -1.9844 0.1404 1.7981
40 H 1.6216 -0.9098 3.0646
41 H 2.8353 -1.9459 2.1683
42 H 4.3445 -0.1806 2.6508
43 H 3.7355 0.6084 1.1117
44 H 3.8415 1.6953 3.8605
45 H 2.0599 1.2834 3.7344
46 H 3.5673 3.7427 2.7043
47 H 3.1605 2.8008 1.1858
48 H 0.7777 3.0306 1.4899
49 H 1.3792 4.6906 2.0726
50 H -1.2299 2.9176 4.1317
51 H -1.0868 3.5783 2.4243
52 H -0.9437 4.7940 3.8371
53 H 3.3068 -1.6030 -0.4974
54 H 2.2119 1.2289 -2.8416
55 H 3.5700 1.2513 -4.1689
56 H 3.9695 0.6078 -2.5012
57 H 4.0229 -1.4442 -5.5183
58 H 2.2616 -1.9596 -5.6735
59 H 2.6841 -0.1682 -6.0415
60 H -4.8514 -1.1441 -0.0571
61 H -6.5472 -2.6076 -1.6702
62 H -5.8428 -3.3096 -4.1087
63 H -3.3786 -2.6629 -5.0036

Values from the calculation:
HOMO level: -8.035 eV
SMILES: CC[C@@H](F)c1c(CCCCCOC)cc(N=C(C)C)c2c1N(C(F)(F)F)c1ccccc1S2

***

No. 7
Below is a structure of composition C43H62FeN2O4P3SSi at a distorted geometry, with properties calculated with ωB97M-V/def2-TZVPD.

Element x y z (Å)
1 Fe 0.3486 1.1780 0.3752
2 C 1.6905 -3.6175 -1.4912
3 C 2.1338 -3.5394 -0.0364
4 C 2.5396 -4.9164 0.4705
5 P 0.7747 -2.6671 0.9432
6 C 0.3435 -3.0892 2.7473
7 C -0.8525 -2.1877 3.0383
8 C 1.4376 -2.9236 3.7914
9 C -0.6374 -3.8331 0.3613
10 C -0.7397 -5.1870 0.6399
11 C -1.7901 -5.9435 0.1344
12 C -2.7629 -5.3441 -0.6562
13 C -2.7049 -3.9885 -0.8985
14 C -1.6614 -3.2242 -0.3809
15 Si -1.3170 -1.4036 -0.6149
16 C -3.4545 0.1240 0.1633
17 C -4.5383 -0.7194 -0.0735
18 C -5.7898 -0.1840 -0.2956
19 C -5.9701 1.1915 -0.2755
20 C -4.8798 2.0276 -0.0882
21 C -3.6067 1.5170 0.1255
22 P -2.0391 2.4820 0.0742
23 C -2.5656 3.5272 -1.4300
24 C -1.4910 4.5704 -1.7040
25 C -2.6810 2.5476 -2.5979
26 C -2.2538 3.7102 1.4988
27 C -3.3394 4.7786 1.3814
28 C -2.4483 2.9443 2.8028
29 C -0.8656 -1.0486 -2.4168
30 C -1.6523 -1.6570 -3.4030
31 C -1.2265 -1.8041 -4.7021
32 C 0.0607 -1.3903 -5.0542
33 C 0.8222 -0.7089 -4.1274
34 C 0.3684 -0.4584 -2.8327
35 P 1.1803 0.7803 -1.7512
36 C 1.3028 2.2643 -2.9543
37 C 1.8987 2.1763 -4.3587
38 C 1.9422 3.4531 -2.2349
39 C 2.9291 0.0973 -1.4833
40 C 3.7589 -0.4943 -2.6189
41 C 3.7505 1.1467 -0.7391
42 H 2.4978 -4.0102 -2.1094
43 H 1.4087 -2.6363 -1.8640
44 H 0.8270 -4.2715 -1.5927
45 H 3.0057 -2.8829 0.0364
46 H 1.8235 -5.6673 0.1502
47 H 2.6088 -4.9347 1.5547
48 H 3.5135 -5.1857 0.0611
49 H 0.0182 -4.1328 2.7603
50 H -0.6072 -1.1524 2.8055
51 H -1.1468 -2.2564 4.0861
52 H -1.7037 -2.4691 2.4202
53 H 1.6329 -1.8747 4.0017
54 H 2.3650 -3.3889 3.4631
55 H 1.1183 -3.3956 4.7203
56 H 0.0005 -5.6842 1.2520
57 H -1.8446 -7.0011 0.3545
58 H -3.5687 -5.9387 -1.0634
59 H -3.4705 -3.5183 -1.4985
60 H -4.3766 -1.7862 -0.0513
61 H -6.6339 -0.8400 -0.4634
62 H -6.9559 1.6144 -0.4196
63 H -5.0401 3.0936 -0.1235
64 H -3.5294 4.0242 -1.2978
65 H -0.5132 4.1029 -1.6571
66 H -1.5135 5.3681 -0.9659
67 H -1.6245 5.0129 -2.6922
68 H -1.8303 1.8628 -2.6014
69 H -2.7070 3.0758 -3.5527
70 H -3.5845 1.9457 -2.5134
71 H -1.2793 4.2138 1.5257
72 H -4.3330 4.3405 1.4480
73 H -3.2631 5.3481 0.4592
74 H -3.2313 5.4801 2.2102
75 H -3.4772 2.5924 2.8712
76 H -2.2414 3.5784 3.6660
77 H -1.8009 2.0730 2.8270
78 H -2.6279 -2.0262 -3.1179
79 H -1.8628 -2.2724 -5.4376
80 H 0.4439 -1.5704 -6.0489
81 H 1.8022 -0.3739 -4.4165
82 H 0.2340 2.4852 -3.0818
83 H 2.9287 1.8249 -4.3455
84 H 1.8934 3.1796 -4.7919
85 H 1.3109 1.5389 -5.0114
86 H 3.0244 3.4311 -2.3419
87 H 1.7014 3.4515 -1.1727
88 H 1.5905 4.3927 -2.6626
89 H 2.7107 -0.7185 -0.7755
90 H 3.9872 0.2567 -3.3738
91 H 3.2647 -1.3385 -3.0934
92 H 4.7070 -0.8521 -2.2082
93 H 4.1420 1.8885 -1.4299
94 H 4.5970 0.6915 -0.2236
95 H 3.1272 1.6589 -0.0044
96 O -1.4865 0.4514 1.2943
97 N -2.2265 -0.4151 0.5012
98 O 0.1774 -1.4297 0.1486
99 S 1.4093 3.2541 1.3453
100 C 1.8403 2.6734 2.8813
101 N 0.9815 1.7839 3.4979
102 C 1.3230 1.1743 4.6797
103 C 2.4695 1.5164 5.3279
104 C 3.3242 2.4926 4.7820
105 C 2.9939 3.0526 3.5455
106 H 0.2422 1.4031 2.9116
107 H 0.6327 0.4357 5.0538
108 H 2.7220 1.0386 6.2625
109 H 4.2311 2.7748 5.2951
110 H 3.6358 3.7731 3.0623
111 C 4.1380 -0.5838 2.4526
112 O 3.2983 -1.6063 1.9393
113 C 2.0265 -1.2557 1.5965
114 O 1.6734 -0.0796 1.6739
115 H 5.1357 -0.7387 2.0423
116 H 4.1719 -0.6485 3.5435
117 H 3.7543 0.3972 2.1680

Values from the calculation:
Energy relative to the best compared isomer or geometry (same formula, charge and spin): 0.0 kcal/mol
Charge: -1
⟨S²⟩: 6.08
HOMO level (spin up / spin down): -1.573 / -2.996 eV
Multiplicity: 5

***

No. 8
Below is a cluster of 13 separate species, H26O13 in total at a distorted geometry, with properties calculated with ωB97M-V/def2-TZVPD.

Element x y z (Å)
1 O 1.8903 2.1346 -1.5633
2 H 0.9336 2.3032 -1.6036
3 H 2.1187 1.8116 -2.4414
4 O 0.2510 1.1549 2.0027
5 H 0.5648 1.2021 2.9134
6 H 1.0625 1.1971 1.4544
7 O -0.1169 -2.1068 2.2079
8 H -0.2151 -1.1478 2.2551
9 H 0.6654 -2.2968 2.7421
10 O -0.2199 0.5152 -3.5148
11 H -0.9339 0.4271 -4.1552
12 H -0.5954 0.2001 -2.6842
13 O -0.5569 0.2858 -0.3909
14 H -0.5599 -0.6752 -0.5122
15 H -0.4368 0.4151 0.5737
16 O 1.8831 -2.4848 -2.5733
17 H 0.9982 -2.5223 -2.1910
18 H 1.7669 -2.0213 -3.4092
19 O -3.1431 -1.4591 0.0259
20 H -2.3259 -1.7706 -0.3939
21 H -3.6384 -2.2580 0.2340
22 O -2.6980 -0.9062 3.0486
23 H -2.0903 -0.6127 2.3675
24 H -2.3027 -0.6138 3.8765
25 O -0.5938 -2.5937 -0.6716
26 H -1.1155 -3.3728 -0.8998
27 H -0.2706 -2.7689 0.2291
28 O -1.0367 3.5830 1.2316
29 H -1.3216 3.2266 0.3640
30 H -0.4670 2.8929 1.5929
31 O -1.0893 2.8510 -1.3166
32 H -1.1474 1.8788 -1.2750
33 H -1.6072 3.0963 -2.0912
34 O 2.8001 -1.5279 1.0320
35 H 1.8454 -1.4485 1.0866
36 H 3.1267 -0.6020 1.1019
37 O 2.7002 1.0822 0.7134
38 H 3.5958 1.4370 0.7306
39 H 2.2796 1.4945 -0.0965

Values from the calculation:
Energy relative to the best compared isomer or geometry (same formula, charge and spin): 35.3 kcal/mol
HOMO level: -10.130 eV

***

Q: Which formula does entry 2 have?
A: C28H36InN8